Entry 1:
{"formula": "C26H48ClN5O9P2S2", "method": "ωB97M-V/def2-TZVPD", "e_tot_ha": -3909.0918, "homo_energy_ev": -4.58, "orbital_gap_ha": 0.13312, "lumo_energy_ev": -1.0, "species": ["C", "C", "C", "C", "C", "C", "C", "N", "C", "P", "O", "O", "C", "P", "N", "N", "C", "C", "O", "C", "C", "O", "N", "C", "C", "C", "C", "S", "O", "O", "Cl", "C", "C", "C", "O", "C", "C", "O", "C", "N", "C", "S", "H", "H", "H", "H", "H", "H", "H", "H", "H", "H", "H", "H", "H", "H", "H", "H", "H", "H", "H", "H", "H", "H", "H", "H", "H", "H", "H", "H", "H", "H", "H", "H", "H", "H", "H", "H", "H", "H", "H", "H", "H", "H", "H", "C", "C", "O", "H", "H", "H", "H", "H"], "xyz": [[0.168, 1.089, 3.351], [0.509, 1.668, 2.129], [0.845, 1.112, 0.697], [2.352, 1.457, 0.649], [3.059, 1.876, -0.654], [4.450, 2.440, -0.246], [5.584, 1.961, -1.155], [5.181, 2.037, -2.571], [-0.124, 1.900, -0.292], [-1.007, 3.329, 0.505], [-2.616, 3.196, 0.544], [-0.483, 4.755, -0.088], [-0.771, 0.939, -1.340], [0.298, 0.992, -2.940], [1.111, 2.313, -3.121], [-2.059, 1.586, -1.726], [-2.042, 2.694, -2.670], [-2.700, 2.548, -4.024], [-1.593, 3.753, -2.369], [-3.365, 0.969, -1.886], [-3.678, -0.269, -2.722], [-4.302, 1.548, -1.434], [-0.767, -0.404, -0.579], [-0.905, -1.537, -1.649], [0.159, -2.446, -2.270], [0.389, -3.747, -1.439], [0.186, -5.004, -2.290], [1.501, -5.182, -3.510], [1.792, -6.571, -3.646], [2.596, -4.338, -3.150], [0.729, -4.455, -5.256], [-2.008, -0.758, 0.212], [-2.420, 0.209, 1.339], [-3.868, 0.618, 1.289], [-3.223, -0.388, 2.259], [0.458, -0.385, 0.320], [0.575, -1.438, 1.397], [-0.457, -1.348, 2.341], [-0.113, -2.081, 3.530], [1.616, -0.656, -0.569], [2.494, -1.476, -0.472], [3.623, -2.524, -0.278], [0.933, 0.867, 4.096], [-0.845, 0.811, 3.622], [0.721, 2.738, 2.213], [2.919, 0.619, 1.065], [2.577, 2.250, 1.356], [2.568, 2.670, -1.200], [3.270, 1.007, -1.267], [4.387, 3.530, -0.265], [4.702, 2.135, 0.772], [6.454, 2.608, -1.005], [5.839, 0.938, -0.885], [5.844, 1.506, -3.119], [5.186, 2.998, -2.885], [0.575, 2.559, -0.836], [-2.929, 3.720, 1.291], [0.278, 5.021, 0.438], [-0.562, 0.641, -4.005], [1.209, -0.065, -2.904], [0.828, 2.799, -3.966], [-2.223, 3.235, -4.714], [-2.599, 1.544, -4.436], [-3.766, 2.762, -3.959], [-3.823, -1.146, -2.098], [-2.915, -0.452, -3.478], [-4.608, -0.088, -3.251], [-1.450, -1.067, -2.460], [-1.637, -2.275, -1.332], [1.142, -2.075, -2.521], [-0.273, -2.804, -3.207], [1.417, -3.793, -1.093], [-0.275, -3.807, -0.578], [0.157, -5.924, -1.714], [-0.731, -4.911, -2.874], [-1.925, -1.696, 0.754], [-2.911, -0.805, -0.377], [-1.717, 0.960, 1.689], [-4.539, -0.088, 0.817], [-4.245, 1.257, 2.073], [0.522, -2.465, 1.015], [1.494, -1.260, 1.966], [0.473, -2.977, 3.298], [-1.020, -2.391, 4.036], [0.425, -1.442, 4.233], [-1.997, -1.145, 7.494], [-0.503, -0.765, 7.364], [0.093, -1.416, 6.345], [-2.110, -2.215, 7.684], [-2.471, -0.606, 8.330], [-2.544, -0.889, 6.582], [-0.070, -0.948, 8.381], [-0.497, 0.357, 7.300]], "forces_ev_per_a": [[-0.2382, -0.0036, -0.8994], [-0.3680, -0.9673, 1.2337], [-4.3296, 1.5704, 1.0597], [0.5785, -0.0685, -0.7206], [1.0701, -0.2442, 1.0266], [-0.1284, -0.1689, -0.2321], [-0.4097, 0.8607, -0.3246], [0.0721, -0.6120, 0.3360], [1.2084, 0.6317, -2.2687], [1.6538, -0.2029, 4.4927], [-0.2123, 0.3455, -1.6534], [-0.6814, -0.1166, -1.6888], [0.7704, 1.9310, 0.7853], [1.4946, -0.0743, -0.2503], [-0.7731, -0.1058, -0.3475], [-0.8320, -1.8063, -0.7193], [-0.1367, 0.8596, 0.0138], [-0.0418, -0.7713, -0.1153], [0.5410, 0.2083, 0.5077], [-0.4071, -0.7267, -0.0601], [0.6132, 0.1002, -0.3537], [-0.3002, 0.6464, 0.2390], [-1.5212, -1.7179, -1.2235], [0.1311, -0.5489, -1.2159], [0.5988, -1.1169, 0.7877], [0.2806, -0.1368, -0.4694], [-0.6524, 0.8533, -0.4182], [1.3733, -0.8606, 1.1688], [-0.6318, -0.1034, -0.6009], [-0.3274, 0.6140, -0.2372], [-0.1388, -0.0766, 0.0760], [-1.0760, 1.6499, 2.2133], [-0.6053, 1.1204, -1.0341], [0.7176, -2.4151, 2.7287], [0.3137, -0.5553, 0.0899], [3.4590, 0.7540, -0.4107], [-1.6654, -0.1629, 1.7303], [-0.2446, -0.3227, -0.6358], [0.0731, -0.0318, 0.5301], [-0.7167, -1.1167, -0.6077], [-0.3945, 0.2463, 0.5801], [0.4209, 0.0388, -0.2321], [-0.3421, 1.9812, 0.9946], [0.3472, -1.8405, -0.5348], [2.0747, -0.3998, 0.0292], [-0.1587, -0.1331, 0.0667], [-0.5538, 0.1197, 0.1251], [-0.3642, -0.3440, -0.2930], [-0.4135, 0.1796, -0.4882], [0.1556, 0.0557, 0.1216], [0.0025, 0.1383, 0.0851], [0.1913, -0.2668, 0.4054], [0.0443, -0.1006, -0.2194], [-0.0161, 0.2012, -0.2390], [0.0628, -0.0017, -0.0989], [-0.2638, -0.1485, -0.5037], [0.0401, -0.0451, 0.0463], [-0.1503, -0.0311, 0.2489], [-0.2408, -0.1948, 0.2906], [-0.4353, -0.3399, 0.2722], [0.0413, 0.3666, 0.2090], [-0.0573, 0.2204, 0.1035], [-0.0445, -0.0387, 0.0259], [-0.0120, 0.1634, 0.0433], [0.0329, -0.0889, -0.0412], [0.0125, -0.2153, 0.0347], [-0.1148, 0.1441, 0.1414], [0.3348, 0.4500, 0.0479], [-0.0177, 0.2728, 0.7416], [-0.1634, 0.5063, -0.1090], [-0.2876, 0.4851, -0.1166], [-0.0456, 0.1590, 0.3448], [-0.0611, -0.0503, 0.0095], [0.2582, -0.1140, -0.0771], [-0.1042, -0.2918, 0.0696], [0.7441, -0.1802, -0.4005], [0.4676, -0.1677, -0.7859], [0.1572, -0.1722, 0.0205], [-0.3811, 0.9288, -0.8944], [-0.3055, 1.1432, -1.0351], [0.6248, 0.0944, -0.4847], [0.4571, 0.0051, -0.6406], [0.0006, 0.0108, -0.2141], [-0.1175, 0.1725, -0.0284], [-0.0133, -0.1285, 0.2029], [-0.1315, 0.2733, 0.3675], [-0.5035, -0.1777, 0.0463], [0.3047, 0.2583, -0.2644], [0.0725, -0.0345, -0.1015], [-0.0023, -0.0279, -0.0361], [0.0766, -0.0586, -0.0749], [0.1506, -0.1321, -0.0955], [0.1099, -0.0023, -0.1972]]}

Entry 2:
{"formula": "C4H10N4", "method": "ωB97M-V/def2-TZVPD", "e_tot_ha": -377.1923, "homo_energy_ev": -8.54, "orbital_gap_ha": 0.33265, "lumo_energy_ev": 0.5, "species": ["C", "C", "C", "C", "H", "H", "H", "H", "H", "H", "H", "H", "H", "H", "N", "N", "N", "N"], "xyz": [[-1.795, 1.165, 0.478], [0.082, -0.499, -0.194], [1.040, 0.614, -0.364], [2.286, 0.520, -0.263], [-2.258, 2.156, -0.647], [-0.735, 1.686, 1.085], [-2.771, 0.775, 1.337], [-3.179, -0.810, -0.719], [-2.574, -1.362, 0.696], [-0.594, -2.098, 0.038], [0.850, 1.576, -1.119], [2.894, 1.308, -0.944], [2.806, -1.502, 0.162], [4.043, -0.258, 0.626], [-1.283, -0.004, -0.192], [-2.245, -1.047, -0.331], [0.390, -1.745, 0.020], [3.044, -0.476, 0.332]], "forces_ev_per_a": [[1.0126, 2.0170, 0.5175], [-0.4318, 0.8572, 1.4857], [-5.9383, 2.4174, -3.6570], [8.3099, 0.5219, -0.9490], [0.9705, -2.6331, 3.6263], [-3.7360, -1.2037, -1.8023], [3.0672, 1.6394, -2.7737], [1.4239, 0.7069, -0.2311], [1.0617, 0.7534, -2.4610], [1.0437, -0.9369, 0.1761], [-0.6810, -2.8078, 2.2448], [-0.9788, -1.5283, 2.3209], [0.1896, 2.2418, 0.5661], [-2.1609, -0.5257, -1.0247], [-1.5234, -1.0258, -0.4341], [-1.2583, -1.2430, 3.0474], [-1.8319, 2.0223, -0.9181], [1.4614, -1.2730, 0.2662]]}

Entry 3:
{"formula": "C9H12N3O", "method": "ωB97M-V/def2-TZVPD", "e_tot_ha": -589.2122, "homo_energy_ev": [-12.52, -12.17], "orbital_gap_ha": [0.29643, 0.26246], "lumo_energy_ev": [-4.5, -5.0], "total_charge": 1, "species": ["C", "C", "C", "C", "C", "C", "C", "C", "C", "N", "N", "N", "O", "H", "H", "H", "H", "H", "H", "H", "H", "H", "H", "H", "H"], "xyz": [[-2.898, -0.418, -0.249], [-2.166, 0.705, -0.004], [-2.212, -1.644, -0.266], [-0.763, 0.690, 0.071], [-0.224, -0.596, -0.051], [2.040, 0.482, -0.416], [-0.241, 2.998, -0.358], [1.657, -0.667, 1.469], [1.583, -1.951, -0.651], [-0.923, -1.694, -0.107], [0.079, 1.744, 0.235], [1.323, -0.688, 0.032], [3.108, 0.821, -0.657], [-3.974, -0.295, -0.562], [-2.686, 1.587, 0.136], [-2.739, -2.565, -0.197], [0.586, 3.544, -0.447], [-0.809, 3.004, -1.347], [-0.880, 3.491, 0.327], [1.083, 0.130, 2.064], [1.490, -1.745, 1.743], [2.789, -0.469, 1.729], [0.630, -2.524, -0.386], [1.569, -1.706, -1.780], [2.574, -2.234, -0.330]], "forces_ev_per_a": [[-0.7630, -0.4123, -0.9831], [0.6465, -0.3671, -0.3484], [-1.4880, 0.6541, 0.6918], [0.5448, -0.5873, -0.2895], [-0.3250, 1.8359, 0.5558], [-2.9155, 2.7295, -0.6822], [-3.4704, -1.9315, -1.4990], [1.7191, -0.7126, 3.3477], [0.2359, -0.3112, -2.1046], [1.6206, -0.0100, -0.1489], [1.3481, -1.4790, -0.1635], [-1.7376, 0.2566, 0.1550], [0.5589, -0.7702, 0.0462], [1.2234, -0.4974, 0.9187], [-0.7576, 1.8987, 0.0335], [-0.3152, -0.6634, -0.4606], [3.4182, 2.2999, -0.3745], [0.7653, -0.4611, 1.0246], [-0.7774, 0.7959, 0.9309], [0.5161, -1.4911, -1.1980], [-0.2301, 1.2790, 0.4654], [-2.0227, -0.3401, -1.1714], [2.0313, -0.2518, -0.3976], [0.0872, -0.6162, 1.7609], [0.0871, -0.8473, -0.1092]]}